A structure of composition C3H2FO2Y, computed with the ωB97M-V functional and the def2-TZVPD basis.

Each line ends with the natural charge from an NBO analysis.
Atoms and positions in Å:
H1 0.54047 -2.28176 0.27679  0.5643
F1 -1.01447 0.75860 -0.50107  -0.2059
O1 -1.09464 1.61892 1.48761  -0.7476
O2 -0.23190 -1.70142 0.23898  -0.5013
C1 -0.70433 0.71905 0.76296  0.8571
C2 0.86776 -0.20548 1.76061  0.2976
C3 -0.19206 -0.74803 1.15883  0.2583
H2 1.02116 0.25095 2.73563  0.2880
Y1 -2.16478 3.68113 1.53022  2.1895

Output
Orbital gap (alpha / beta): 4.69 / 8.77 eV
Molecular weight: 178.0 g/mol
Max |F|: 4.06 eV Å⁻¹
Lowest unoccupied orbital energy (alpha / beta): -0.58895 / -0.55604 hartree
Net charge: +3
E_HOMO (alpha / beta): -20.713 / -23.903 eV
Relative energy (zero: lowest compared OMol25 entry of this formula, charge and spin): 87.1 kJ/mol
2S+1: 2